{"formula": "C5H13N2", "method": "ωB97M-V/def2-TZVPD", "symbols": ["C", "C", "C", "C", "C", "N", "N", "H", "H", "H", "H", "H", "H", "H", "H", "H", "H", "H", "H", "H"], "xyz": [[1.13850, 1.32450, 2.32373], [0.24032, 0.51370, 1.38614], [0.48736, 0.74552, -0.08316], [0.02289, -0.31495, -1.07660], [-0.93925, -0.05267, -1.98536], [-1.35080, -1.01371, -2.85136], [0.28297, -0.97834, 1.75262], [2.00305, 1.79241, 1.85260], [1.77329, 0.61817, 2.90223], [0.61726, 1.88933, 3.08542], [-0.78833, 0.72656, 1.67205], [1.55672, 0.88934, -0.27495], [0.00158, 1.68469, -0.35536], [0.58511, -1.24095, -1.05556], [-1.30855, 0.95936, -2.05058], [-0.93144, -1.90785, -3.04352], [-2.00068, -0.83782, -3.60394], [-0.33382, -1.50064, 1.12897], [0.03954, -1.21167, 2.72391], [1.23533, -1.34549, 1.68591]], "forces_ev_per_angstrom": [[1.5, -1.9, 0.6], [-0.7, 0.4, 1.2], [0.3, -0.5, -1.5], [-0.2, 1.0, 1.2], [1.4, -1.5, 0.4], [-1.4, 0.1, -1.5], [0.9, -0.3, 0.3], [-0.8, 0.9, -0.5], [-0.6, -0.1, 0.2], [0.0, 0.5, -0.3], [-0.2, 0.2, -0.4], [0.0, 0.1, 0.4], [0.1, 0.1, 0.2], [-0.2, -0.2, -0.3], [-0.6, -0.1, -0.2], [0.6, 0.2, 0.8], [0.0, 0.6, 0.4], [0.0, -0.1, -0.2], [-0.3, 0.6, -0.2], [0.0, 0.0, -0.5]], "total_energy_ev": -8368.8803, "homo_ev": -11.57, "charge": 1, "largest_force_ha_per_bohr": 0.049, "de_lowest_ev": 1.930, "smiles": "C[C@H]([NH3+])C/C=C/N", "homo_lumo_gap_ev": 8.3}